1.
{
  "formula": "C32H68B3O9PS",
  "method": "ωB97M-V with the def2-TZVPD basis set",
  "elements": ["C", "C", "C", "C", "C", "C", "C", "C", "B", "O", "B", "O", "B", "P", "S", "O", "H", "H", "H", "H", "H", "H", "H", "H", "H", "H", "H", "H", "H", "H", "H", "H", "H", "H", "H", "H", "C", "C", "C", "O", "C", "H", "H", "H", "H", "H", "H", "H", "H", "C", "C", "C", "O", "C", "H", "H", "H", "H", "H", "H", "H", "H", "C", "C", "C", "O", "C", "H", "H", "H", "H", "H", "H", "H", "H", "C", "C", "C", "O", "C", "H", "H", "H", "H", "H", "H", "H", "H", "C", "C", "C", "O", "C", "H", "H", "H", "H", "H", "H", "H", "H", "C", "C", "C", "O", "C", "H", "H", "H", "H", "H", "H", "H", "H"],
  "xyz": [[4.71848, -3.78820, -0.76478], [4.16161, -3.38078, -2.13107], [4.78458, -2.12693, -2.80880], [5.85630, -1.33359, -2.04691], [5.46420, -0.55863, -0.76817], [4.11065, 0.18567, -0.76543], [3.27230, 0.00447, 0.51400], [2.12483, -1.00176, 0.34096], [0.85126, -0.45058, -0.34414], [0.77126, 0.81976, -0.91032], [0.24693, 0.91445, -2.17075], [-0.50179, -0.15008, -2.66498], [-0.75304, -1.22473, -1.84279], [-1.70696, -2.78192, -2.49788], [-0.55038, -4.36901, -2.52820], [-0.27046, -1.25822, -0.56725], [5.80269, -3.69754, -0.70816], [4.46341, -4.82886, -0.55240], [4.28818, -3.19980, 0.04481], [4.28817, -4.22276, -2.81483], [3.07875, -3.25812, -2.04758], [5.25541, -2.45378, -3.73978], [3.98720, -1.45280, -3.12828], [6.30157, -0.62881, -2.75691], [6.66551, -2.02094, -1.78277], [6.24888, 0.18617, -0.60769], [5.52220, -1.22434, 0.09450], [4.29815, 1.25419, -0.89095], [3.51244, -0.12607, -1.62452], [3.91436, -0.32179, 1.33649], [2.87292, 0.97499, 0.81408], [1.86675, -1.51754, 1.27208], [2.44769, -1.81063, -0.32749], [0.42335, 1.87186, -2.84764], [-2.18819, -2.42988, -3.76890], [-2.85504, -2.87810, -1.69329], [3.83652, 4.59332, 3.36079], [5.30322, 4.24670, 3.60594], [5.45158, 2.96242, 2.79877], [4.55355, 3.08216, 1.69563], [3.66973, 4.18478, 1.90380], [3.61023, 5.64519, 3.52350], [3.19024, 3.99199, 4.00441], [5.94213, 5.03230, 3.19824], [5.55159, 4.11279, 4.65803], [5.17494, 2.08511, 3.39448], [6.45986, 2.81002, 2.41074], [3.95417, 5.00528, 1.23577], [2.65441, 3.86957, 1.65569], [-6.23583, -0.38199, -3.01694], [-4.99680, 0.37428, -2.53939], [-4.65972, -0.38489, -1.26149], [-5.06733, -1.73531, -1.47401], [-5.88599, -1.81498, -2.64688], [-6.44453, -0.25931, -4.07880], [-7.10844, -0.06161, -2.44793], [-4.18615, 0.28297, -3.26642], [-5.17215, 1.43386, -2.35780], [-5.20642, 0.01929, -0.40197], [-3.59173, -0.37079, -1.02581], [-5.32075, -2.30845, -3.44587], [-6.76349, -2.41906, -2.41514], [9.52457, -4.97746, 0.98354], [9.69149, -4.02604, 2.16795], [8.43947, -3.16574, 2.04389], [7.43284, -4.00842, 1.48495], [8.01885, -5.21289, 0.99297], [10.09345, -5.90116, 1.07951], [9.82660, -4.48389, 0.05755], [9.67818, -4.58444, 3.10609], [10.60824, -3.43911, 2.13258], [8.60964, -2.31534, 1.37409], [8.08198, -2.78320, 3.00082], [7.75180, -6.04080, 1.65856], [7.60827, -5.42200, 0.00389], [-7.89848, -0.69110, 1.90505], [-9.02256, 0.26871, 1.51464], [-8.82937, 0.36835, 0.00703], [-8.30549, -0.89390, -0.41449], [-7.88996, -1.65299, 0.72409], [-8.06331, -1.19644, 2.85533], [-6.94836, -0.15546, 1.96348], [-9.99517, -0.17127, 1.74241], [-8.96306, 1.23728, 2.00886], [-8.10264, 1.14898, -0.24783], [-9.75764, 0.56603, -0.53066], [-8.59837, -2.47345, 0.87641], [-6.90602, -2.08213, 0.52802], [3.21574, 9.59337, 1.53418], [4.44930, 9.49526, 0.63745], [5.39784, 8.68490, 1.51223], [4.57397, 7.81977, 2.29554], [3.20684, 8.21743, 2.18830], [2.29563, 9.80433, 0.99129], [3.35574, 10.37152, 2.28698], [4.21008, 8.94563, -0.27502], [4.86347, 10.46202, 0.35525], [5.97226, 9.33467, 2.18083], [6.09725, 8.07499, 0.93919], [2.66780, 7.49042, 1.56981], [2.76375, 8.21693, 3.18532], [-11.50164, -4.20791, -1.75034], [-10.53964, -3.64169, -0.70759], [-11.32679, -2.44984, -0.17960], [-12.70609, -2.80509, -0.28192], [-12.84818, -3.98566, -1.07192], [-11.31992, -5.25414, -1.99164], [-11.44102, -3.62750, -2.67328], [-10.37768, -4.37315, 0.08794], [-9.57094, -3.35397, -1.11262], [-11.13902, -1.55813, -0.78684], [-11.09938, -2.21458, 0.86167], [-13.10420, -4.82737, -0.41910], [-13.66717, -3.83545, -1.77639]],
  "lowdin_charge": [-0.10, -0.23, -0.20, -0.21, -0.18, -0.17, -0.19, -0.04, -0.51, 0.27, -0.31, 0.21, -0.73, 0.40, 0.09, 0.25, 0.05, 0.08, 0.06, 0.10, 0.08, 0.10, 0.09, 0.10, 0.10, 0.10, 0.09, 0.11, 0.09, 0.11, 0.10, 0.12, 0.11, 0.12, -0.03, -0.03, -0.16, -0.16, -0.20, -0.15, -0.20, 0.09, 0.11, 0.11, 0.11, 0.12, 0.12, 0.11, 0.12, -0.16, -0.15, -0.20, -0.18, -0.19, 0.11, 0.09, 0.11, 0.11, 0.11, 0.11, 0.11, 0.11, -0.17, -0.17, -0.21, -0.15, -0.21, 0.11, 0.11, 0.11, 0.11, 0.12, 0.12, 0.12, 0.11, -0.15, -0.16, -0.20, -0.17, -0.20, 0.11, 0.11, 0.10, 0.11, 0.11, 0.11, 0.10, 0.12, -0.17, -0.17, -0.20, -0.16, -0.22, 0.11, 0.11, 0.11, 0.11, 0.12, 0.12, 0.12, 0.12, -0.16, -0.18, -0.21, -0.14, -0.21, 0.11, 0.11, 0.12, 0.10, 0.11, 0.11, 0.12, 0.12],
  "homo_lumo_gap_ha": 0.319,
  "energy_ha": -2751.510676,
  "charge": 0,
  "smiles": "CCCCCCCCB1OBOB([PH2]=S)O1.C1CCOC1.C1CCOC1.C1CCOC1.C1CCOC1.C1CCOC1.C1CCOC1",
  "lumo_energy_ev": 0.4530
}

***

2.
{
  "formula": "C5H13NO",
  "method": "ωB97M-V with the def2-TZVPD basis set",
  "elements": ["C", "N", "C", "C", "C", "O", "C", "H", "H", "H", "H", "H", "H", "H", "H", "H", "H", "H", "H", "H"],
  "xyz": [[-0.73531, -2.14987, -0.82863], [0.72441, -1.77296, -0.88475], [1.04453, -0.53118, -0.15985], [0.50053, 0.67118, -0.58666], [0.46301, 3.38918, 0.77372], [-0.92034, 0.87921, -0.43336], [-1.01076, -2.40809, 0.65954], [-0.85135, -3.07587, -1.36336], [-1.33398, -1.34993, -1.26546], [0.95073, -1.62975, -1.86374], [1.83757, -0.63855, 0.56014], [-0.13422, 3.59178, -0.12397], [0.81311, 1.35495, -1.36644], [0.87459, 2.40713, 0.72975], [-0.23253, 3.65822, 1.57912], [1.34748, 4.02182, 0.94520], [-0.15147, 1.07544, 0.40132], [-0.20759, -3.02198, 1.08446], [-1.91584, -2.98128, 0.91369], [-1.06255, -1.48944, 1.22929]],
  "lowdin_charge": [-0.25, -0.05, -0.11, -0.26, -0.04, -0.09, -0.11, 0.10, 0.09, 0.10, 0.09, 0.04, 0.13, -0.03, 0.04, 0.03, 0.11, 0.08, 0.07, 0.06],
  "homo_lumo_gap_ha": 0.271,
  "relative_energy_kj_mol": 685.8,
  "energy_ha": -328.057648,
  "charge": 0,
  "lumo_energy_ev": -0.6434
}